(1)
# C5H11N

An isolated molecule of C5H11N (ωB97M-V with the def2-TZVPD basis set, the OMol25 dataset).

Properties
* ΔE to the lowest compared entry with this formula, charge and spin: 40.92 kcal per mole
* calculated total energy: -6851.75400 eV
* largest force on an atom: 0.6 eV Å⁻¹
* E_HOMO: -0.31706 Ha
* gap between HOMO and LUMO: 9.813 eV

XYZ file:
```
17
Properties=species:S:1:pos:R:3:forces:R:3
C 2.11121 -0.19026 -0.05218 -0.01 0.14 0.11
C 0.73515 -0.53442 -0.55267 0.08 0.15 -0.06
C -0.38456 0.52394 -0.64286 -0.21 0.06 -0.04
C -0.61773 1.86957 0.07037 0.17 0.04 -0.10
N -0.38386 -0.53062 0.31304 0.07 0.09 0.44
C -1.41606 -1.48105 0.59578 -0.09 -0.18 0.03
H 2.62715 -1.02293 0.43852 -0.18 0.05 -0.08
H 2.72444 0.14300 -0.89711 -0.03 -0.04 0.15
H 2.02024 0.63167 0.65692 0.16 0.00 0.08
H 0.73895 -1.32840 -1.31878 -0.18 0.50 -0.11
H -0.90395 0.45401 -1.60563 -0.35 -0.35 0.35
H -1.25492 1.63732 0.93738 0.20 0.13 -0.26
H -1.17024 2.59747 -0.53826 0.31 -0.19 -0.09
H 0.27645 2.35869 0.46978 0.01 -0.14 -0.17
H -2.34799 -0.91478 0.72591 0.14 -0.23 0.00
H -1.16790 -1.94537 1.55559 -0.21 -0.18 -0.18
H -1.58637 -2.26784 -0.15581 0.12 0.14 -0.07
```
Positions in Å, forces in eV/Å.

(2)
# C5H9NO

An isolated molecule of C5H9NO in a non-equilibrium geometry (ωB97M-V with the def2-TZVPD basis set, the OMol25 dataset).

Properties
* ΔE to the lowest compared entry with this formula, charge and spin: 22.48 kcal per mole
* calculated total energy: -8868.23797 eV
* largest force on an atom: 1.1 eV Å⁻¹
* E_HOMO: -0.39577 Ha
* gap between HOMO and LUMO: 11.604 eV

XYZ file:
```
16
Properties=species:S:1:pos:R:3:forces:R:3
C 1.45042 -0.99802 -0.52405 -0.01 0.03 -0.04
C 0.46442 -0.54351 0.53634 -0.12 -0.13 -0.27
O 1.22847 -0.18897 1.67351 -0.13 0.01 0.25
C -0.43118 0.66739 0.15061 0.04 0.04 0.02
C -1.03821 0.69426 -1.25678 0.00 -0.05 -0.10
C -1.50257 0.71400 1.16224 -0.68 -0.02 0.70
N -2.32598 0.65845 1.97417 0.80 0.13 -0.77
H 0.93805 -1.41785 -1.39517 0.05 0.12 0.11
H 2.07224 -1.78349 -0.08306 -0.08 0.13 -0.10
H 2.10945 -0.18520 -0.84542 -0.12 -0.05 0.05
H -0.19976 -1.39050 0.77051 0.08 0.12 -0.01
H 0.62298 0.06868 2.38255 0.13 -0.10 -0.02
H 0.19124 1.56064 0.28541 -0.08 -0.09 -0.01
H -1.72904 1.53941 -1.34173 0.12 -0.16 -0.01
H -1.59685 -0.21942 -1.48155 0.09 0.09 0.07
H -0.25368 0.82413 -2.00759 -0.09 -0.08 0.13
```
Positions in Å, forces in eV/Å.

(3)
# C5H10O2S

A structure of composition C5H10O2S in a non-equilibrium geometry (ωB97M-V with the def2-TZVPD basis set, the OMol25 dataset).

Properties
* ΔE to the lowest compared entry with this formula, charge and spin: 103.12 kcal per mole
* calculated total energy: -20273.22020 eV
* largest force on an atom: 4.7 eV Å⁻¹
* E_HOMO: -0.33216 Ha
* gap between HOMO and LUMO: 9.704 eV

XYZ file:
```
18
Properties=species:S:1:pos:R:3:forces:R:3
C -1.28043 0.30492 -2.12819 -3.65 2.28 -1.35
C -0.02604 0.25860 0.26732 -0.69 -2.07 1.90
C 1.20431 0.40104 -0.59673 -0.82 0.84 -0.97
C -0.46268 -1.18189 0.66009 -2.69 -2.91 -1.23
C 0.99727 0.41067 2.50035 0.34 1.06 -1.69
H -0.59942 1.14623 -2.77625 -2.51 -2.76 1.30
H -0.89083 -0.71860 -2.16597 0.12 0.50 0.51
H -2.63782 0.01854 -2.49487 4.43 1.48 0.61
H 1.58440 1.42078 -0.73488 -0.86 0.33 0.21
H 2.14728 -0.04434 -0.21239 -1.14 -1.02 -0.72
H 0.59709 0.17127 -1.56248 3.01 -0.37 1.15
H -1.51814 -1.05269 1.23454 2.47 -0.61 -1.68
H -0.49045 -2.06032 -0.10710 -0.75 2.02 0.26
H 0.16915 -1.78065 1.31134 0.69 1.12 0.66
H 0.78437 1.14273 3.34404 0.53 -1.40 -0.28
O -0.00760 0.67864 1.61546 0.97 2.66 2.08
O 1.95993 -0.27752 2.24342 -1.13 0.76 1.06
S -1.53039 1.16258 -0.39771 1.68 -1.91 -1.83
```
Positions in Å, forces in eV/Å.

(4)
# C3H12N4

A cluster of 2 separate species, C3H12N4 in total (ωB97M-V with the def2-TZVPD basis set, the OMol25 dataset).

Properties
* ΔE to the lowest compared entry with this formula, charge and spin: 109.92 kcal per mole
* calculated total energy: -9261.53811 eV
* largest force on an atom: 0.6 eV Å⁻¹
* E_HOMO (alpha / beta): -0.32230 / -0.32230 Ha
* gap between HOMO and LUMO (alpha / beta): 8.251 / 8.252 eV

XYZ file:
```
19
Properties=species:S:1:pos:R:3:forces:R:3
C 0.17522 1.45074 0.01101 -0.29 0.16 0.07
C -0.05536 -2.38311 0.68309 0.02 -0.15 0.12
C 0.32724 1.82787 -1.46295 -0.05 -0.04 0.11
N -1.03140 0.97142 0.46130 0.55 -0.24 -0.07
N 0.05735 -0.94252 0.66588 -0.22 0.40 -0.18
N 0.87281 2.37505 0.89112 -0.09 -0.04 -0.06
N -0.44274 -2.85785 -0.63750 0.03 0.06 0.06
H -1.52626 0.50218 -0.29559 0.05 0.05 0.00
H 0.25010 -0.64586 1.62587 0.01 0.03 -0.06
H 0.73492 0.35022 0.08527 0.01 -0.22 0.08
H 0.64988 2.15877 1.85681 -0.01 0.00 -0.05
H 0.55347 3.32539 0.72339 0.00 -0.08 0.00
H -1.36675 -2.51611 -0.87668 0.03 -0.04 0.04
H -0.46503 -3.87012 -0.67219 -0.02 0.07 0.03
H -0.75034 -2.68474 1.49098 0.05 0.05 -0.13
H 0.91755 -2.83246 0.93670 -0.08 0.05 -0.05
H -0.04823 1.02914 -2.10418 0.01 0.02 0.04
H 1.37758 1.99875 -1.69696 -0.04 -0.01 0.03
H -0.22999 2.74323 -1.68535 0.03 -0.04 0.02
```
Positions in Å, forces in eV/Å.